Formula: C47H51IIrN4O2STe
Source: the Open Molecules 2025 dataset
Level of theory: ωB97M-V/def2-TZVPD

Properties
LUMO level (spin up / spin down) in eV: 2.1251 / 0.5177
Expectation value of S²: 6.07

Geometry as ORCA input:
```
! wB97M-V def2-TZVPD RIJCOSX def2/J DEFGRID3
* xyz -1 5
Ir -0.027 0.019 -0.074
C -2.520 -5.185 -2.628
C -2.366 -3.896 -3.444
C -1.311 -2.991 -2.889
C -0.029 -2.869 -3.283
C 0.660 -3.544 -4.425
C 0.741 -2.651 -5.668
C 0.599 -1.887 -2.398
N -0.323 -1.441 -1.495
C -1.497 -2.098 -1.751
C -2.649 -1.966 -1.041
C -2.853 -1.119 0.067
C -4.054 -0.998 0.784
C -5.287 -1.814 0.545
C -5.199 -3.216 1.159
C -3.850 -0.024 1.760
C -2.526 0.430 1.616
C -1.931 1.452 2.386
C -0.653 1.904 2.264
N 0.283 1.422 1.396
C 1.445 2.118 1.618
C 2.626 1.912 0.986
C 2.866 0.991 -0.058
N 1.909 0.168 -0.625
C 2.538 -0.555 -1.617
C 1.909 -1.509 -2.449
C 3.894 -0.190 -1.673
C 4.098 0.781 -0.692
C 5.382 1.459 -0.325
C 6.062 0.817 0.890
C 4.911 -0.789 -2.595
C 5.437 -2.139 -2.095
C 1.217 3.108 2.670
C -0.063 2.979 3.062
C -0.786 3.737 4.130
C -0.856 2.963 5.452
C 2.236 4.103 3.126
C 2.347 5.288 2.160
N -1.911 -0.252 0.589
C -4.812 0.445 2.807
C -4.560 -0.198 4.176
H -3.333 -5.806 -3.013
H -2.729 -4.955 -1.581
H -1.598 -5.769 -2.659
H -3.323 -3.369 -3.475
H -2.119 -4.146 -4.478
H 0.136 -4.470 -4.673
H 1.670 -3.836 -4.123
H -0.260 -2.375 -6.006
H 1.254 -3.159 -6.488
H 1.277 -1.728 -5.443
H -3.495 -2.564 -1.356
H -5.470 -1.903 -0.530
H -6.154 -1.293 0.959
H -4.339 -3.755 0.757
H -6.100 -3.801 0.955
H -5.071 -3.151 2.242
H -2.556 1.925 3.133
H 3.464 2.526 1.292
H 2.531 -1.977 -3.203
H 5.194 2.516 -0.121
H 6.065 1.430 -1.178
H 5.400 0.849 1.758
H 6.993 1.331 1.145
H 6.291 -0.232 0.692
H 5.748 -0.096 -2.712
H 4.477 -0.915 -3.591
H 5.906 -2.029 -1.116
H 6.173 -2.562 -2.785
H 4.617 -2.852 -1.986
H -1.799 3.971 3.792
H -0.286 4.694 4.293
H -1.318 1.985 5.301
H -1.437 3.506 6.201
H 0.147 2.796 5.849
H 3.210 3.614 3.218
H 1.977 4.462 4.125
H 2.572 4.940 1.151
H 3.128 5.984 2.475
H 1.401 5.831 2.112
H -5.833 0.225 2.488
H -4.751 1.533 2.904
H -4.671 -1.283 4.115
H -5.259 0.177 4.930
H -3.543 0.011 4.514
Te 2.056 -2.151 1.371
C 1.868 -3.430 3.000
C 0.717 -3.841 3.625
C 0.953 -4.732 4.704
C 2.283 -4.988 4.887
S 3.244 -4.107 3.785
H -0.264 -3.511 3.308
H 0.170 -5.170 5.309
H 2.741 -5.627 5.627
I -3.156 6.327 -6.067
C -2.198 5.103 -4.654
C -2.782 3.898 -4.296
C -2.139 3.095 -3.361
C -0.933 3.491 -2.794
C -0.370 4.702 -3.170
C -0.996 5.519 -4.103
C -0.218 2.623 -1.768
O 0.824 3.048 -1.277
O -0.813 1.515 -1.530
H -3.721 3.587 -4.734
H -2.564 2.147 -3.058
H 0.568 4.993 -2.716
H -0.553 6.463 -4.394
*
```

Formula: C47H51N6O7P4S2Sn
Source: the Open Molecules 2025 dataset
Level of theory: ωB97M-V/def2-TZVPD

Properties
LUMO level in eV: 2.2992
Energy above the lowest of the compared OMol25 structures with the same formula, charge and spin in eV: 2.839

Geometry as ORCA input:
```
! wB97M-V def2-TZVPD RIJCOSX def2/J DEFGRID3
* xyz -1 1
Sn 0.516 1.323 -0.466
C -0.452 -0.148 -3.137
C -1.682 -0.551 -2.309
N -1.327 -0.903 -0.854
N -2.479 -0.797 -0.009
C -2.270 -1.070 1.221
S -0.702 1.029 1.973
S -3.762 -1.158 2.202
C -5.007 -0.437 1.118
C -5.093 1.076 1.094
C -5.969 1.664 0.184
C -6.138 3.039 0.140
C -5.414 3.858 0.996
C -4.525 3.283 1.893
C -4.373 1.902 1.947
C -2.729 0.509 -2.430
C -3.923 0.302 -3.103
C -4.832 1.331 -3.321
C -4.526 2.596 -2.834
C -3.348 2.819 -2.143
C -2.416 1.792 -1.925
O -1.280 2.076 -1.308
H 0.467 -0.638 -2.805
H -0.300 0.930 -3.116
H -0.644 -0.438 -4.173
H -5.945 -0.851 1.496
H -4.842 -0.813 0.108
H -6.512 1.033 -0.512
H -6.821 3.474 -0.580
H -5.527 4.934 0.949
H -3.937 3.908 2.555
H -3.664 1.465 2.637
H -4.141 -0.688 -3.489
H -5.754 1.147 -3.858
H -5.214 3.419 -2.992
H -3.105 3.801 -1.754
C -0.759 -3.643 1.458
N 0.084 -2.452 1.351
P -0.438 -1.016 2.240
C -1.061 -1.604 3.873
C -1.913 -0.827 4.649
C -2.265 -1.224 5.933
C -1.764 -2.402 6.462
C -0.877 -3.166 5.710
C -0.517 -2.759 4.436
C 1.338 -0.799 3.050
C 2.429 -1.642 2.867
C 3.663 -1.414 3.476
C 3.828 -0.345 4.335
C 2.732 0.474 4.597
C 1.520 0.248 3.967
P 1.148 -2.224 0.006
C 2.378 -3.602 0.069
C 3.724 -3.240 0.038
C 4.724 -4.204 0.049
C 4.388 -5.550 0.094
C 3.050 -5.927 0.115
C 2.055 -4.959 0.091
C 0.120 -2.820 -1.372
C -1.291 -2.345 -1.263
C -2.016 -2.051 -2.573
C -1.487 -2.786 -3.765
C -0.318 -3.425 -3.706
C 0.556 -3.352 -2.516
H -0.394 -4.327 2.227
H -0.772 -4.188 0.514
H -1.791 -3.380 1.706
H -2.279 0.113 4.258
H -2.929 -0.603 6.521
H -2.041 -2.715 7.461
H -0.448 -4.069 6.125
H 0.225 -3.324 3.887
H 2.328 -2.531 2.265
H 4.484 -2.095 3.279
H 4.785 -0.155 4.807
H 2.824 1.296 5.297
H 0.690 0.904 4.191
H 3.980 -2.188 -0.012
H 5.764 -3.905 0.009
H 5.164 -6.304 0.100
H 2.782 -6.976 0.135
H 1.018 -5.267 0.080
H -1.863 -2.948 -0.564
H -3.086 -2.221 -2.456
H -2.082 -2.821 -4.672
H 0.040 -3.981 -4.565
H 1.591 -3.657 -2.626
N 5.193 2.185 -2.403
C 4.115 1.882 -3.455
C 4.735 2.171 -4.819
P 3.941 0.043 -3.147
O 3.058 -0.482 -4.396
O 5.356 -0.402 -3.333
O 3.226 -0.138 -1.854
P 2.852 3.185 -3.046
O 1.927 3.237 -4.370
O 3.712 4.404 -2.929
O 2.006 2.770 -1.886
H 5.984 1.561 -2.592
H 4.815 1.934 -1.486
H 5.380 3.193 -2.434
H 5.581 1.505 -4.998
H 5.049 3.214 -4.897
H 3.988 1.984 -5.587
H 2.120 -0.439 -4.178
H 1.061 2.869 -4.157
C 2.857 4.060 0.790
C 1.399 4.352 0.841
N 0.426 3.548 0.488
C -0.761 4.229 0.668
C -0.496 5.469 1.144
N 0.881 5.531 1.256
H 3.038 3.039 1.125
H 3.411 4.743 1.436
H 3.213 4.160 -0.237
H -1.706 3.762 0.440
H -1.133 6.291 1.419
H 1.418 6.321 1.565
*
```

Formula: C47H52AsBrCl2N7O3RbS3
Source: the Open Molecules 2025 dataset
Level of theory: ωB97M-V/def2-TZVPD

Properties
LUMO level in eV: 3.3488
Energy above the lowest of the compared OMol25 structures with the same formula, charge and spin in eV: 0.000

Geometry as ORCA input:
```
! wB97M-V def2-TZVPD RIJCOSX def2/J DEFGRID3
* xyz -2 1
Rb -0.318 0.422 0.140
C 2.112 0.879 -2.711
N 0.770 0.453 -3.062
C 0.671 -0.996 -3.093
C -0.758 -1.489 -3.365
N -1.593 -1.605 -2.184
C -1.393 -2.846 -1.460
C -2.964 -1.284 -2.379
C -3.549 -1.332 -3.637
C -4.845 -0.899 -3.874
C -5.602 -0.423 -2.818
C -5.066 -0.422 -1.548
C -3.759 -0.851 -1.289
S -3.228 -0.859 0.352
C 0.290 1.162 -4.199
C 0.213 0.588 -5.459
C -0.297 1.275 -6.553
C -0.735 2.579 -6.389
C -0.641 3.177 -5.152
C -0.116 2.511 -4.038
S 0.004 3.375 -2.564
H 2.844 0.602 -3.491
H 2.410 0.423 -1.771
H 2.125 1.960 -2.589
H 1.019 -1.362 -2.123
H 1.345 -1.432 -3.856
H -0.700 -2.458 -3.897
H -1.218 -0.750 -4.024
H -1.741 -3.721 -2.041
H -1.948 -2.813 -0.522
H -0.338 -2.979 -1.225
H -2.987 -1.724 -4.474
H -5.249 -0.926 -4.879
H -6.614 -0.072 -2.984
H -5.656 -0.075 -0.708
H 0.546 -0.432 -5.607
H -0.346 0.792 -7.522
H -1.150 3.128 -7.228
H -0.983 4.194 -5.010
N 0.401 2.688 1.659
C 1.584 2.703 2.490
C 1.592 3.887 3.482
C 0.866 3.548 4.795
C 1.652 4.012 6.034
N 3.041 3.568 6.042
C 3.322 2.247 5.720
N 2.748 1.308 6.522
N 4.172 2.022 4.792
C 2.821 2.732 1.580
O 4.009 2.675 2.179
O 2.743 2.835 0.387
H 0.587 3.221 0.807
H -0.392 3.109 2.137
H 1.641 1.760 3.057
H 1.109 4.738 2.997
H 2.621 4.181 3.694
H 0.717 2.466 4.856
H -0.125 4.004 4.823
H 1.146 3.652 6.936
H 1.665 5.104 6.080
H 3.629 4.167 5.475
H 1.974 1.577 7.104
H 2.718 0.357 6.187
H 3.990 2.464 3.155
H 4.420 1.045 4.678
S 1.153 -3.232 1.293
C -0.009 -3.969 2.365
C -0.071 -5.363 2.420
C -0.954 -5.997 3.267
C -1.761 -5.241 4.106
C -1.696 -3.860 4.059
C -0.861 -3.197 3.165
As -0.810 -1.260 3.139
C -0.186 -1.146 5.006
C -0.757 -0.322 5.971
C -0.226 -0.229 7.247
C 0.899 -0.960 7.594
C 1.472 -1.803 6.653
C 0.925 -1.905 5.385
C -2.746 -0.897 3.518
C -3.788 -1.778 3.258
C -5.103 -1.405 3.464
C -5.405 -0.126 3.900
C -4.386 0.797 4.064
C -3.074 0.413 3.848
H 0.586 -5.935 1.778
H -0.996 -7.081 3.298
H -2.454 -5.730 4.780
H -2.320 -3.276 4.732
H -1.647 0.244 5.728
H -0.695 0.419 7.977
H 1.323 -0.878 8.588
H 2.346 -2.389 6.917
H 1.375 -2.567 4.653
H -3.573 -2.765 2.866
H -5.901 -2.112 3.274
H -6.433 0.164 4.077
H -4.616 1.818 4.342
H -2.275 1.155 3.910
O 2.058 -0.756 1.971
C 1.423 -1.643 2.462
Cl -2.532 2.628 -0.347
C -3.716 2.325 0.916
Cl -3.333 3.303 2.318
H -3.666 1.258 1.182
H -4.710 2.616 0.575
Br 7.297 -3.589 0.520
C 5.603 -2.827 0.046
C 4.646 -3.612 -0.576
C 3.463 -2.991 -0.940
N 3.208 -1.708 -0.734
C 4.125 -0.988 -0.105
C 5.350 -1.491 0.305
H 4.815 -4.661 -0.768
H 2.679 -3.556 -1.424
H 3.880 0.048 0.072
H 6.072 -0.860 0.800
*
```

Formula: C47H52MnN6O7S
Source: the Open Molecules 2025 dataset
Level of theory: ωB97M-V/def2-TZVPD

Properties
LUMO level (spin up / spin down) in eV: -0.0368 / -0.0660
Expectation value of S²: 0.93
Energy above the lowest of the compared OMol25 structures with the same formula, charge and spin in eV: 0.000

Geometry as ORCA input:
```
! wB97M-V def2-TZVPD RIJCOSX def2/J DEFGRID3
* xyz 0 2
Mn 0.321 0.793 -0.028
C -0.928 -3.496 0.280
O -2.074 -2.602 0.246
C -1.546 -1.374 0.208
N -0.282 -1.234 0.145
C 0.285 -2.583 -0.005
C 1.456 -2.888 0.887
C 1.545 -2.355 2.165
C 2.610 -2.686 2.987
C 3.588 -3.565 2.543
C 3.501 -4.107 1.268
C 2.440 -3.765 0.442
C -2.421 -0.197 0.133
C -3.782 -0.177 -0.130
C -4.368 1.054 -0.384
C -3.600 2.214 -0.394
C -2.250 2.089 -0.115
N -1.707 0.916 0.173
C -1.236 3.158 -0.195
N 0.013 2.938 -0.058
C 0.641 4.280 -0.022
C -0.424 5.137 -0.702
O -1.650 4.413 -0.405
C 2.034 4.374 -0.588
C 2.977 3.398 -0.289
C 4.278 3.524 -0.751
C 4.653 4.622 -1.510
C 3.716 5.601 -1.808
C 2.414 5.477 -1.348
H -1.076 -4.267 -0.473
H -0.883 -3.932 1.278
H 0.584 -2.668 -1.053
H 0.783 -1.664 2.505
H 2.685 -2.244 3.973
H 4.422 -3.820 3.186
H 4.265 -4.786 0.912
H 2.383 -4.169 -0.563
H -4.346 -1.098 -0.169
H -5.425 1.111 -0.607
H -4.022 3.176 -0.644
H 0.692 4.553 1.041
H -0.309 5.156 -1.787
H -0.525 6.140 -0.298
H 2.702 2.517 0.273
H 4.992 2.741 -0.531
H 5.667 4.711 -1.878
H 3.996 6.460 -2.404
H 1.697 6.253 -1.590
C 1.758 -0.170 -4.017
C 1.738 1.101 -3.175
C 2.436 2.240 -3.892
O 2.429 0.883 -1.937
C 0.261 1.432 -2.868
O -0.334 2.259 -3.547
O -0.269 0.715 -1.938
H 2.790 -0.443 -4.252
H 1.214 -0.014 -4.950
H 1.270 -0.990 -3.483
H 3.477 1.969 -4.076
H 2.412 3.151 -3.296
H 1.936 2.444 -4.837
H 2.401 -0.055 -1.715
C -4.152 1.038 3.532
C -2.809 0.437 3.851
C -2.653 -0.947 3.834
C -1.431 -1.522 4.146
C -0.357 -0.719 4.489
C -0.492 0.664 4.475
N 0.601 1.493 4.798
C 1.939 1.143 4.584
C 2.816 1.193 5.669
C 4.162 0.903 5.525
C 4.662 0.520 4.289
C 3.802 0.465 3.206
C 2.452 0.790 3.321
C 1.658 0.789 2.052
O 0.453 1.163 2.028
O 2.209 0.422 0.979
C -1.716 1.255 4.143
C -1.799 2.752 4.046
H -4.905 0.258 3.416
H -4.124 1.615 2.605
H -4.489 1.717 4.318
H -3.502 -1.575 3.591
H -1.318 -2.600 4.146
H 0.596 -1.156 4.760
H 0.450 2.130 5.563
H 2.419 1.454 6.644
H 4.815 0.958 6.386
H 5.708 0.272 4.171
H 4.158 0.180 2.225
H -0.871 3.132 3.618
H -1.939 3.228 5.022
H -2.626 3.070 3.413
C -5.365 -4.244 -3.240
C -4.089 -4.997 -2.885
N -2.963 -4.128 -2.578
C -2.338 -3.315 -3.482
S -1.490 -1.973 -2.955
N -2.450 -3.664 -4.777
C -1.758 -2.972 -5.858
C -0.322 -3.439 -6.034
H -6.179 -4.940 -3.448
H -5.216 -3.616 -4.119
H -5.670 -3.599 -2.415
H -3.813 -5.689 -3.685
H -4.247 -5.630 -2.011
H -2.949 -3.718 -1.654
H -2.872 -4.550 -4.997
H -1.786 -1.908 -5.629
H -2.337 -3.138 -6.767
H 0.252 -3.234 -5.131
H 0.148 -2.912 -6.866
H -0.278 -4.510 -6.245
*
```